Molecular formula: C3H4N2S2
Method: DFT, wB97M-V/def2-TZVPD

Geometry as ORCA input:
```
! RIJCOSX wB97M-V def2-TZVPD def2/J DEFGRID3
* xyz 0 1
C -1.29655 0.83923 0.56464
C 1.72067 0.33661 -0.78775
C -1.95009 -0.40837 0.29532
N -0.81582 1.85189 0.79217
N 1.34947 -0.73226 -0.18140
S 3.43252 0.51567 -0.50206
S 2.82222 -1.22685 0.49927
H 1.10046 0.99327 -1.36573
H -3.00773 -0.30380 0.54993
H -1.50719 -1.20132 0.89574
H -1.84796 -0.66406 -0.76012
*
```

Results
ΔE to the lowest compared entry with this formula, charge and spin = 178.3 kJ/mol
frontier orbital gap = 9.2 eV
strongest force on any atom = 0.761 eV/A
lowest unoccupied orbital energy = -0.302 eV
energy = -27824.94097 eV

How positive or negative is each atom? The natural (NBO) charges in e answer that:
1. C 0.300
2. C -0.117
3. C -0.726
4. N -0.347
5. N -0.593
6. S 0.143
7. S 0.349
8. H 0.220
9. H 0.251
10. H 0.264
11. H 0.256